[1]
Density functional theory data (ωB97M-V with the def2-TZVPD basis set) for C26H42IrN4O5Si as an isolated structure.

The geometry in XYZ format:
```
79
C26H42IrN4O5Si ωB97M-V with the def2-TZVPD basis set
Ir 0.0431 -0.3841 0.0336
C 2.5399 -3.3180 4.1785
N 2.3721 -2.0579 3.4723
C 3.5399 -1.1826 3.4393
C 1.2745 -1.7276 2.7871
O 1.1812 -0.6553 2.1702
C 0.1003 -2.7219 2.7697
O -0.9624 -2.2275 1.9968
C -1.9837 -1.5661 2.6810
C -2.0208 -0.0882 2.3477
O -1.3915 0.3789 1.3744
N -2.7546 0.6960 3.1233
C -2.7533 2.1494 2.9508
C -3.5516 0.1740 4.2316
H 3.1206 -3.1416 5.0826
H 1.5864 -3.7433 4.4791
H 3.0737 -4.0440 3.5617
H 3.7196 -0.7654 4.4310
H 4.4171 -1.7571 3.1388
H 3.3700 -0.3795 2.7303
H 0.4152 -3.6635 2.3162
H -0.2181 -2.9450 3.7925
H -2.9423 -2.0145 2.3982
H -1.8780 -1.6681 3.7649
H -2.0011 2.4322 2.2223
H -3.7335 2.4851 2.6131
H -2.5259 2.6159 3.9090
H -4.1343 -0.6938 3.9283
H -2.9258 -0.0817 5.0884
H -4.2487 0.9484 4.5386
C -0.4354 0.2636 -3.4160
Si -0.9610 0.8714 -1.7054
C -2.8899 0.7785 -1.6606
C -3.4425 1.0413 -3.0745
C -3.5234 1.7893 -0.6981
C -3.3823 -0.6178 -1.2586
C -0.3166 2.6777 -1.5512
C 1.1855 2.7152 -1.8867
C -0.4715 3.2678 -0.1463
C -1.0241 3.5882 -2.5682
H -0.8264 0.9420 -4.1790
H -0.8295 -0.7295 -3.6402
H 0.6471 0.2318 -3.5398
H -3.1411 2.0074 -3.4814
H -4.5367 1.0267 -3.0383
H -3.1283 0.2708 -3.7797
H -3.3535 2.8254 -0.9874
H -3.1498 1.6612 0.3152
H -4.6080 1.6316 -0.6786
H -3.0179 -1.3968 -1.9241
H -4.4776 -0.6338 -1.2891
H -3.0738 -0.8945 -0.2476
H 1.7754 2.3021 -1.0710
H 1.4986 3.7580 -2.0048
H 1.4392 2.1952 -2.8098
H -0.0006 2.6377 0.6143
H -1.5179 3.4133 0.1283
H 0.0199 4.2457 -0.1064
H -0.8356 3.2714 -3.5969
H -0.6324 4.6060 -2.4661
H -2.1011 3.6424 -2.4264
O 0.9391 -2.1533 -2.1081
C 1.9203 -1.4048 -1.8274
N 1.7911 -0.5054 -0.8693
C 3.0500 0.0737 -0.5952
O 3.2594 0.8338 0.3025
C 3.9909 -0.5067 -1.6013
C 5.3296 -0.2796 -1.8134
C 5.9443 -0.9966 -2.8418
C 5.2329 -1.9081 -3.6083
C 3.8768 -2.1421 -3.3809
C 3.2774 -1.4170 -2.3738
H 5.8800 0.4306 -1.2114
H 6.9958 -0.8437 -3.0451
H 5.7428 -2.4492 -4.3939
H 3.3215 -2.8553 -3.9747
N -1.0742 -2.8349 -1.1298
C -0.2383 -1.9207 -1.0967
H -0.8563 -3.5631 -1.8083
```

Properties
HOMO energy, hartree: -0.4009
Charge: +1
ΔE to the lowest compared entry with this formula, charge and spin, kcal per mole: 11.7
Spin multiplicity: 1

Partial atomic charges computed with the Mulliken method, in multiples of e: 1.201 -1.000 0.076 -1.056 1.191 -0.761 -1.373 -0.200 -1.346 0.891 -0.998 0.186 -1.076 -1.091 0.363 0.345 0.312 0.326 0.366 0.306 0.485 0.564 0.314 0.635 0.115 0.407 0.512 0.385 0.329 0.419 -1.341 -0.826 2.960 -1.850 -2.269 -1.838 2.408 -1.804 -1.526 -1.818 0.549 0.299 0.324 0.319 0.544 0.342 0.275 0.348 0.599 0.330 0.609 0.129 0.342 0.553 0.274 0.149 0.293 0.634 0.341 0.521 0.358 -0.459 0.472 1.010 -0.273 -0.550 0.083 -0.712 -0.527 -0.667 -0.205 0.102 0.552 0.437 0.429 0.541 -0.624 0.069 0.264

=====

[2]
Density functional theory data (ωB97M-V with the def2-TZVPD basis set) for an isolated ion of composition C5H9FN and charge +1.

The geometry in XYZ format:
```
16
C5H9FN ωB97M-V with the def2-TZVPD basis set
C 0.8976 0.0568 1.3961
C 0.3701 0.6507 0.1245
C -1.1033 0.9450 0.0894
C 0.7444 -0.2763 -1.1170
N -0.1462 -1.3363 -1.3137
C -1.1796 -1.6519 -0.7955
F -2.1450 -2.4059 -0.7567
H 0.5021 -0.9001 1.7838
H 1.9722 -0.3636 1.2453
H 1.0785 0.9770 2.0621
H 0.9442 1.4455 -0.0604
H -1.7916 0.0643 -0.0720
H -1.2650 1.8156 -0.6003
H -1.5575 1.3008 1.0101
H 0.9845 0.3751 -1.9985
H 1.6946 -0.6967 -0.9971
```

Properties
HOMO energy, hartree: -0.5789
SMILES: CC(C)C[N+]#CF
Charge: +1
ΔE to the lowest compared entry with this formula, charge and spin, kcal per mole: 73.7
Spin multiplicity: 1

Partial atomic charges computed with the natural (NBO) method, in multiples of e: -0.650 -0.209 -0.598 -0.266 -0.235 0.926 -0.146 0.232 0.227 0.261 0.236 0.172 0.258 0.268 0.271 0.254

=====

[3]
Density functional theory data (ωB97M-V with the def2-TZVPD basis set) for C40H34Cl4FN8O4S4Ta as an isolated structure.

The geometry in XYZ format:
```
96
C40H34Cl4FN8O4S4Ta ωB97M-V with the def2-TZVPD basis set
Ta 1.2954 0.9737 -2.5493
Cl -2.7766 1.5104 -5.3186
C -1.8686 0.0609 -5.2650
C -2.1599 -1.0987 -6.0469
C -1.3074 -2.1437 -6.1204
Cl -1.6838 -3.5145 -7.1260
C -0.0412 -2.1123 -5.5319
C 1.0181 -3.1276 -5.7002
C 2.2176 -2.9091 -5.0630
C 2.4144 -1.7856 -4.2320
N 1.4410 -0.8954 -3.9980
C 0.3136 -1.0149 -4.7486
C -0.6249 0.0268 -4.6407
O -0.2818 1.1084 -3.8410
H -3.0967 -1.1872 -6.6150
H 0.8989 -3.9726 -6.3916
H 3.1001 -3.5490 -5.0584
H 3.3912 -1.5487 -3.7713
F -4.0942 -1.9685 0.1098
C -3.6664 -0.6949 0.3772
C -2.6030 -0.2143 -0.3396
C -2.0568 1.0519 -0.0368
C -0.7607 1.3080 -0.4693
O -0.0674 0.4358 -1.2092
C -0.1674 2.5368 0.0551
C -0.8126 3.2897 0.9879
N -2.1968 3.1996 1.1867
C -2.9260 4.4356 1.1939
C -4.3909 4.5174 0.9921
C -3.8083 4.6666 2.4047
C -2.7665 1.9793 0.8346
C -3.9664 1.4909 1.3548
C -4.2909 0.0555 1.4104
N -4.9696 -0.4434 2.4995
C -6.0648 0.3072 3.0986
C -7.0122 -0.5822 3.9093
N -6.2105 -1.4611 4.8948
C -4.9039 -2.0654 4.3779
C -4.7371 -1.8264 2.8948
C 1.2416 2.8983 -0.1312
O 1.8745 3.7430 0.4666
O 1.8105 2.2993 -1.2145
H -2.1729 -0.7981 -1.1606
H -0.2147 3.9691 1.5899
H -2.3469 5.3856 0.9785
H -4.7889 3.5688 0.5850
H -4.7395 5.4689 0.5462
H -3.8918 3.8526 3.1413
H -3.8561 5.6675 2.7593
H -4.6314 2.1654 1.9016
H -6.5413 0.7980 2.2237
H -5.7484 1.1771 3.7076
H -7.5762 -1.3478 3.3118
H -7.6780 -0.0051 4.5043
H -6.9376 -2.2420 5.0663
H -6.0043 -1.0108 5.7770
H -4.9192 -3.1363 4.5596
H -4.0200 -1.6632 4.9642
H -5.3753 -2.5082 2.2925
H -3.7178 -2.1974 2.6590
Cl 5.2945 1.7666 -2.2119
C 5.2821 1.3794 -3.9229
C 6.4022 0.6963 -4.3665
C 6.3475 0.0324 -5.6176
C 5.2179 0.2074 -6.4574
C 4.0723 0.7954 -5.9648
Cl 2.7342 0.7061 -6.9726
C 4.0780 1.4867 -4.7294
S 2.6165 2.2741 -4.0661
H 7.3069 0.5652 -3.7710
H 7.1317 -0.6209 -5.9220
H 5.2448 -0.2297 -7.4913
N 2.7016 2.0824 2.8023
N 4.0912 1.7644 2.5174
H 2.4194 2.7258 1.9740
H 2.7233 2.7274 3.6188
H 4.0637 0.8660 2.0831
H 4.5417 1.5845 3.4070
S 0.7025 -2.0795 4.1342
C 1.5269 -1.8331 2.6903
S 0.6840 -1.4565 1.1689
C 2.1148 -1.0058 0.3750
N 3.2046 -1.2902 1.1455
N 2.8776 -1.8989 2.3141
C 3.8794 -2.4722 3.1516
C 5.2174 -2.4003 2.9102
C 6.1446 -2.6286 3.9370
C 5.7225 -3.0619 5.1793
C 4.3790 -3.2704 5.3967
C 3.5005 -3.1060 4.3431
S 2.5461 -0.7530 -1.2710
H 5.5399 -2.0779 1.9374
H 7.1909 -2.4068 3.7318
H 6.4348 -2.9493 5.9944
H 4.0669 -3.6246 6.4155
H 2.4547 -3.4181 4.4992
```

Properties
HOMO energy, hartree: -0.4172
Charge: +2
ΔE to the lowest compared entry with this formula, charge and spin, kcal per mole: 71.2
Spin multiplicity: 1

Partial atomic charges computed with the Mulliken method, in multiples of e: 1.116 -0.184 -0.169 -0.133 0.503 -0.221 0.024 -0.791 -1.112 -0.210 0.716 -0.127 0.764 -0.933 0.437 0.432 0.457 0.437 -0.343 -0.058 -0.877 0.601 1.311 -0.410 0.701 -1.328 0.477 0.115 -0.629 -0.579 -0.418 -0.749 -0.154 0.270 -0.562 -1.078 -0.078 -0.944 -0.628 0.509 -0.714 -0.356 0.701 0.681 0.503 0.228 0.302 0.153 0.357 0.432 0.570 0.381 0.377 0.452 0.413 0.380 0.389 0.388 0.387 0.490 -0.120 0.574 -0.651 -0.456 -0.634 0.495 -0.147 -0.233 -0.266 0.419 0.471 0.354 -0.351 -0.543 0.153 0.274 0.232 0.278 -0.357 0.053 -0.020 0.177 -0.872 0.722 0.831 -0.417 -0.435 -0.440 -0.603 -0.563 -0.399 0.453 0.352 0.353 0.330 0.316

=====

[4]
Density functional theory data (ωB97M-V with the def2-TZVPD basis set) for C3H15O5 as an isolated structure.

The geometry in XYZ format:
```
23
C3H15O5 ωB97M-V with the def2-TZVPD basis set
C 0.4357 0.0420 -1.7735
O -0.4051 -0.9301 -1.2051
C 1.3444 0.7323 -0.7484
C 0.9922 2.2146 -0.5660
H -0.1779 0.8071 -2.2758
H 1.0095 -0.4415 -2.5782
H 2.3962 0.6332 -1.0464
H 1.2467 0.2463 0.2196
H 1.5801 2.6052 0.2814
H -0.0574 2.2714 -0.2720
H 1.2211 2.8792 -1.3948
H -2.3897 -0.5027 0.9549
H -0.8860 -0.5744 -0.2493
O -1.4655 -0.2546 0.8684
H -0.6551 -1.1584 2.1057
H -0.2065 -2.5685 2.0309
O -0.2773 -1.8640 2.7006
H -1.2066 1.2013 1.7500
H -0.6843 2.6885 1.8155
O -1.1362 2.0114 2.3229
H 0.3559 -3.7890 -0.7140
H -0.4966 -2.6341 -1.1960
O -0.5377 -3.6150 -1.0303
```

Properties
HOMO energy, hartree: -0.2010
Charge: -1
ΔE to the lowest compared entry with this formula, charge and spin, kcal per mole: 6.0
Spin multiplicity: 1

Partial atomic charges computed with the natural (NBO) method, in multiples of e: -0.040 -0.850 -0.434 -0.610 0.131 0.145 0.179 0.228 0.194 0.212 0.188 0.456 0.506 -1.176 0.509 0.453 -1.006 0.516 0.446 -1.006 0.446 0.512 -0.996

=====

[5]
Density functional theory data (ωB97M-V with the def2-TZVPD basis set) for one molecule with the formula C20H20N4O4.

The geometry in XYZ format:
```
48
C20H20N4O4 ωB97M-V with the def2-TZVPD basis set
C 3.8584 1.7964 -3.6223
C 3.7786 0.4311 -4.2913
O 2.5971 -0.2708 -3.9125
C 2.6328 -0.9179 -2.7313
O 3.6053 -0.9315 -2.0205
C 1.3479 -1.6074 -2.4603
C 0.4689 -1.8805 -3.5041
C -0.7205 -2.5442 -3.2782
C -1.0430 -2.9389 -1.9906
C -0.1901 -2.6720 -0.9364
C 1.0174 -2.0081 -1.1497
O 1.8962 -1.6979 -0.1752
C 1.6221 -2.0743 1.1537
C 0.4723 -1.3196 1.7779
C 0.0666 -0.1009 1.2780
C -0.9974 0.6005 1.8520
C -1.3998 1.8694 1.2997
N -2.3640 2.5366 1.8089
N -2.7074 3.7099 1.2678
C -3.7037 4.5043 1.7235
N -3.7886 5.5781 0.9826
C -2.8107 5.4048 0.0661
N -2.1357 4.2932 0.2013
C -1.6445 0.0452 2.9565
C -1.2443 -1.1696 3.4724
C -0.1856 -1.8669 2.8939
O 0.2753 -3.0691 3.3245
C -0.3344 -3.6721 4.4434
H 2.9660 2.3768 -3.8447
H 3.9429 1.6745 -2.5453
H 4.7313 2.3308 -3.9864
H 4.6525 -0.1716 -4.0213
H 3.7139 0.5284 -5.3774
H 0.7394 -1.5677 -4.5000
H -1.3911 -2.7532 -4.0971
H -1.9707 -3.4581 -1.7996
H -0.4734 -2.9796 0.0575
H 1.4456 -3.1546 1.2327
H 2.5457 -1.8448 1.6961
H 0.5855 0.3135 0.4260
H -0.8506 2.2368 0.4318
H -4.3114 4.2581 2.5682
H -2.6041 6.1158 -0.7072
H -2.4647 0.5847 3.4018
H -1.7622 -1.5726 4.3281
H -1.3915 -3.8861 4.2586
H -0.2373 -3.0481 5.3364
H 0.2010 -4.6074 4.5978
```

Properties
HOMO energy, hartree: -0.3097
SMILES: CCOC(=O)c1ccccc1OCc1cc(/C=N/n2cncn2)ccc1OC
ΔE to the lowest compared entry with this formula, charge and spin, kcal per mole: 76.0
Spin multiplicity: 1

Partial atomic charges computed with the natural (NBO) method, in multiples of e: -0.635 -0.073 -0.516 0.779 -0.581 -0.246 -0.135 -0.256 -0.165 -0.322 0.425 -0.482 -0.091 -0.145 -0.103 -0.153 0.097 -0.251 -0.045 0.190 -0.479 0.149 -0.313 -0.138 -0.322 0.394 -0.510 -0.254 0.209 0.224 0.215 0.198 0.186 0.232 0.216 0.215 0.221 0.198 0.217 0.218 0.202 0.213 0.199 0.231 0.222 0.179 0.181 0.205

=====

[6]
Density functional theory data (ωB97M-V with the def2-TZVPD basis set) for C16H30NO7Sr as an isolated structure.

The geometry in XYZ format:
```
55
C16H30NO7Sr ωB97M-V with the def2-TZVPD basis set
Sr -0.8429 -1.9454 -1.1738
C 6.6037 -4.8716 0.1345
C 5.7039 -4.6515 -1.1221
O 4.4263 -4.4525 -0.5839
H 6.4146 -5.6585 0.8646
H 6.5979 -4.0219 0.8171
H 7.6037 -5.1887 -0.1614
H 5.6338 -5.4875 -1.8180
H 6.1566 -3.9113 -1.7819
C 1.8297 1.7729 -7.0552
C 1.5026 0.2303 -6.7827
O 0.4015 -0.0939 -5.9273
H 2.5090 2.2362 -6.3397
H 0.9030 2.3453 -7.0955
H 2.2651 1.8251 -8.0531
H 2.4351 -0.2652 -6.5123
H 1.2665 -0.1837 -7.7630
C -3.4136 -9.4519 -2.5630
C -3.5693 -7.9200 -2.1164
O -2.6244 -7.1928 -1.3284
H -4.1682 -9.7211 -3.3020
H -3.7160 -10.0678 -1.7161
H -2.3834 -9.6425 -2.8638
H -4.5795 -7.8347 -1.7161
H -3.7154 -7.3414 -3.0286
C -6.1541 3.1128 0.0783
C -5.9855 1.6347 0.2707
O -5.3279 0.9000 -0.7242
H -6.8746 3.3550 -0.7029
H -5.2698 3.6934 -0.1845
H -6.6932 3.5555 0.9159
H -6.9376 1.1534 0.4940
H -5.3433 1.6026 1.1509
C 0.9634 -2.0054 6.4007
C -0.0991 -1.4469 5.4554
O -0.2174 -2.3440 4.3587
H 1.3115 -1.2138 7.0642
H 1.8822 -2.2566 5.8709
H 0.7844 -2.9632 6.8892
H 0.3875 -0.5515 5.0686
H -1.0734 -1.2294 5.8932
C 0.9975 8.4759 3.3700
C 2.0849 7.5043 3.2278
C 1.8908 6.4126 2.3865
C 0.7556 6.2472 1.5577
C -0.2781 7.1680 1.6527
C -0.1527 8.2719 2.5646
N 0.5887 4.9633 0.7715
O 1.1017 3.8852 1.1862
O -0.0023 5.0355 -0.3318
H 1.0326 9.1976 4.1727
H 2.8097 7.6243 4.0194
H 2.7534 5.7677 2.3056
H -1.1722 7.0306 1.0627
H -1.0029 8.9134 2.7435
```

Properties
HOMO energy, hartree: 0.0068
Charge: -3
ΔE to the lowest compared entry with this formula, charge and spin, kcal per mole: 248.6
Spin multiplicity: 1

Partial atomic charges computed with the natural (NBO) method, in multiples of e: 1.532 -0.633 -0.056 -0.917 0.186 0.193 0.143 0.097 0.087 -0.651 -0.047 -0.952 0.176 0.194 0.165 0.101 0.090 -0.658 -0.046 -0.926 0.170 0.175 0.195 0.081 0.091 -0.626 -0.064 -0.947 0.168 0.188 0.165 0.098 0.098 -0.632 -0.076 -0.914 0.154 0.202 0.183 0.106 0.108 -0.187 -0.215 -0.196 0.059 -0.185 -0.217 0.494 -0.348 -0.347 0.211 0.221 0.244 0.250 0.215

=====

[7]
Density functional theory data (ωB97M-V with the def2-TZVPD basis set) for one molecule with the formula C14H22N6S2.

The geometry in XYZ format:
```
44
C14H22N6S2 ωB97M-V with the def2-TZVPD basis set
H -3.7897 0.9010 0.2824
N -3.0171 1.3747 -0.1833
C -2.1641 2.0976 0.4774
N -2.4920 2.1759 1.7983
C -1.5718 2.7608 2.8208
C -0.4919 1.7110 3.2143
S -1.3348 0.2206 3.8334
C -0.2909 -1.1949 3.3431
C -0.3506 -1.5012 1.8844
N -1.2702 -1.1051 0.9868
C -1.0459 -1.7024 -0.2600
N 0.0524 -2.4085 -0.1522
C 0.5405 -2.2326 1.1320
C 1.8646 -2.7312 1.5610
S -0.7047 2.9293 -0.1836
C -0.6808 2.3662 -1.9353
C 0.4578 1.3500 -1.9967
C 0.5915 0.6249 -3.3822
C 1.5289 -0.5703 -3.2898
C 2.7584 -0.6902 -3.9185
N 3.3791 -1.8741 -3.6026
C 2.5732 -2.5023 -2.7964
N 1.4462 -1.7367 -2.5280
H -3.0209 1.3698 2.1351
H -1.1029 3.6812 2.4442
H -2.1401 3.0646 3.7081
H 0.1518 2.1048 3.9969
H 0.1130 1.4937 2.3591
H 0.7720 -1.0694 3.5852
H -0.6482 -2.0506 3.9113
H -2.0607 -0.5005 1.1911
H -1.7380 -1.5775 -1.1049
H 2.0783 -2.4778 2.5934
H 2.6580 -2.3253 0.9333
H 1.8886 -3.8006 1.4811
H -1.6327 1.8985 -2.1913
H -0.4495 3.2018 -2.5859
H 0.3141 0.6038 -1.2252
H 1.4204 1.8452 -1.7521
H -0.3717 0.3199 -3.7394
H 1.0362 1.3234 -4.1300
H 3.1764 0.0532 -4.6123
H 2.7878 -3.4613 -2.3307
H 0.7799 -1.9595 -1.7720
```

Properties
HOMO energy, hartree: -0.2947
SMILES: [H]/N=C(\NCCSCc1[nH]cnc1C)SCCCc1cnc[nH]1
ΔE to the lowest compared entry with this formula, charge and spin, kcal per mole: 0.0
Spin multiplicity: 1

Partial atomic charges computed with the natural (NBO) method, in multiples of e: 0.349 -0.819 0.319 -0.636 -0.235 -0.542 0.167 -0.543 0.077 -0.516 0.157 -0.502 0.108 -0.639 0.217 -0.505 -0.402 -0.422 0.089 -0.109 -0.472 0.160 -0.556 0.396 0.226 0.211 0.222 0.230 0.239 0.248 0.423 0.225 0.209 0.230 0.225 0.263 0.224 0.207 0.208 0.210 0.221 0.196 0.197 0.445

=====

[8]
Density functional theory data (ωB97M-V with the def2-TZVPD basis set) for one molecule with the formula CH2ClNO3S.

The geometry in XYZ format:
```
9
CH2ClNO3S ωB97M-V with the def2-TZVPD basis set
O 1.4987 1.0646 0.5390
C 0.4489 1.0789 -0.0788
N -0.3720 0.0099 -0.1545
O -0.2685 -1.1822 0.5363
S 1.0888 -1.9643 -0.0410
O -1.4578 -0.0327 -0.8704
Cl -2.9321 0.2310 0.2404
H 0.0844 1.9472 -0.5719
H 1.9094 -1.1524 0.4010
```

Properties
HOMO energy, hartree: -0.3685
SMILES: O=CN(OS)OCl
ΔE to the lowest compared entry with this formula, charge and spin, kcal per mole: 141.0
Spin multiplicity: 1

Partial atomic charges computed with the natural (NBO) method, in multiples of e: -0.562 0.475 0.119 -0.456 0.326 -0.251 0.092 0.162 0.094

=====

| no. | strongest force on any atom (eV Å⁻¹) |
| --- | --- |
| 1 | 0.68 |
| 2 | 5.18 |
| 3 | 4.59 |
| 4 | 1.26 |
| 5 | 1.47 |
| 6 | 3.89 |
| 7 | 3.62 |
| 8 | 4.16 |